(1)
C2H9N3O | ωB97M-V with the def2-TZVPD basis set

Positions of all 15 atoms, in Å:
O (-0.173, 1.625, -1.766)
N (-0.254, 0.373, -1.139)
N (1.009, 0.531, 0.145)
N (-1.335, 0.428, -0.348)
C (1.797, -0.388, 0.924)
C (-1.785, -0.893, 0.057)
H (-1.941, -1.496, -0.835)
H (1.688, -0.259, 2.013)
H (-1.046, -1.384, 0.701)
H (-2.725, -0.783, 0.595)
H (-1.080, 1.005, 0.486)
H (2.867, -0.283, 0.709)
H (1.180, 1.508, 0.384)
H (0.270, 1.434, -2.603)
H (1.529, -1.417, 0.679)

Atoms 1-6, force components in eV/Å:
O 0.08 -0.40 0.42
N 2.94 0.35 1.81
N -1.03 0.86 -0.84
N -1.34 0.77 1.04
C 0.22 -0.58 -0.72
C 0.39 0.04 0.03

**LUMO level**: 1.2 eV
**Spin multiplicity**: 1
**ΔE to the lowest compared entry with this formula, charge and spin**: 574.78 kJ/mol
**Orbital gap**: 9.052 eV
**Calculated total energy**: -8732.482 eV
**Total charge**: 0

(2)
C2H5NO3 | ωB97M-V with the def2-TZVPD basis set

Positions of all 11 atoms, in Å:
O (-1.824, -1.023, -0.322)
O (2.135, -1.544, 0.330)
O (-2.784, 0.833, -1.291)
N (1.312, 0.523, -0.268)
C (1.954, -0.363, 0.565)
C (-2.289, 0.243, -0.331)
H (1.132, 0.228, -1.213)
H (2.144, 0.126, 1.558)
H (1.678, 1.429, -0.226)
H (-2.238, 0.666, 0.662)
H (-1.220, -1.117, 0.537)

Atoms 1-6, force components in eV/Å:
O 1.90 0.12 1.94
O -0.16 1.11 0.34
O 1.43 -1.99 2.27
N -0.05 -1.18 -0.13
C -0.45 -0.75 0.24
C -1.32 1.09 -2.01

**LUMO level**: 0.4 eV
**Structure (SMILES)**: NC=O.O=CO
**Spin multiplicity**: 1
**ΔE to the lowest compared entry with this formula, charge and spin**: 78.97 kJ/mol
**Orbital gap**: 11.052 eV
**Calculated total energy**: -9787.371 eV
**Total charge**: 0

(3)
C48H88O32S8 | ωB97M-V with the def2-TZVPD basis set

Positions of all 176 atoms, in Å:
S (1.800, -5.483, -1.191)
S (-4.054, 3.890, -0.438)
S (-1.321, 1.149, -3.847)
S (-2.733, -3.509, -1.949)
S (0.821, -0.158, 1.430)
S (-6.186, -0.129, 1.503)
S (1.583, -0.501, 6.661)
S (6.105, -0.694, -0.548)
O (-1.443, -2.863, -2.086)
O (3.001, -5.300, -0.274)
O (-2.461, -3.775, 1.769)
O (0.979, -6.477, -0.538)
O (-6.042, 1.116, 2.170)
O (-6.515, -0.144, 0.071)
O (-1.203, 6.408, -0.398)
O (-4.859, -0.903, 1.655)
O (4.926, 0.378, -0.512)
O (5.219, -1.522, -5.262)
O (-2.017, 0.921, -2.600)
O (-0.264, 5.760, 2.414)
O (0.947, 1.185, 0.644)
O (-3.161, -4.240, -3.281)
O (0.079, -3.421, -4.298)
O (-0.097, 0.067, 2.520)
O (5.847, -1.484, -1.710)
O (6.298, -1.193, 0.770)
O (-3.869, 4.048, -1.867)
O (0.653, -0.244, 5.575)
O (-2.175, 1.222, 5.204)
O (2.757, 5.513, -4.268)
O (-1.679, 2.203, -4.717)
O (1.437, -1.668, 7.495)
O (1.249, -4.180, -1.563)
O (0.175, 1.221, -3.374)
O (2.168, -0.644, 1.701)
O (-2.918, -4.436, -0.884)
O (3.040, -0.689, 6.064)
O (-5.613, 4.134, -0.045)
O (-3.171, 4.660, 0.411)
O (2.083, -3.638, 4.945)
C (1.655, 0.862, 7.793)
C (0.461, 5.624, -3.683)
C (-2.567, 3.324, 4.073)
C (-0.547, 5.925, -2.772)
C (0.962, -3.613, 4.210)
C (-2.735, -5.872, -4.919)
C (3.344, -2.990, -5.920)
C (3.291, -1.633, -3.911)
C (-0.144, 1.965, 0.364)
C (-0.317, 2.513, 4.234)
C (-1.361, -3.321, 3.769)
C (-1.669, 2.307, 4.487)
C (2.476, -6.339, -2.720)
C (1.991, -2.025, -3.674)
C (-3.828, 2.237, 0.091)
C (3.361, -2.949, 0.343)
C (0.018, -1.070, 0.222)
C (3.388, -0.085, 4.774)
C (-4.186, -1.340, 3.998)
C (-0.261, 6.303, -1.423)
C (2.082, -3.444, -5.549)
C (-6.985, 4.648, -2.040)
C (1.063, -4.075, 2.913)
C (4.227, 2.690, 0.236)
C (-2.110, 4.473, 3.395)
C (-1.261, -0.342, -4.701)
C (4.927, -0.216, 4.612)
C (-6.614, 3.641, -0.968)
C (-2.550, -5.540, -3.465)
C (0.139, 3.673, 3.562)
C (1.778, 5.803, -3.295)
C (1.057, 6.523, -1.131)
C (2.428, 2.105, -3.369)
C (4.526, 1.185, 0.646)
C (-7.484, -1.080, 2.228)
C (1.414, -3.006, -4.462)
C (-0.770, 4.578, 3.068)
C (-0.296, -3.182, 4.638)
C (3.967, -2.057, -5.044)
C (-0.061, -4.219, 2.088)
C (3.943, -4.087, -0.482)
C (0.291, 3.290, -0.131)
C (-1.268, -3.759, 2.491)
C (-3.866, -0.594, 2.660)
C (1.188, 1.799, -4.257)
C (-3.980, -2.193, -1.946)
C (2.070, 6.340, -2.042)
C (7.658, 0.139, -0.912)
H (-2.765, 2.069, 0.258)
H (5.115, -1.261, 4.441)
H (-7.414, 3.470, -0.259)
H (3.935, -3.930, -1.567)
H (-1.586, 5.803, -2.947)
H (-4.654, -2.285, 3.868)
H (-8.023, 4.501, -2.409)
H (3.834, -1.007, -3.253)
H (-4.317, 2.051, 1.047)
H (5.377, 1.283, 1.340)
H (-3.627, -1.341, -2.589)
H (3.077, 0.940, 4.812)
H (-7.027, 5.631, -1.665)
H (-0.811, 5.837, 1.574)
H (2.413, -2.618, -0.012)
H (-6.360, 4.589, -2.926)
H (1.958, -3.323, 5.872)
H (5.551, 0.156, 5.426)
H (-3.014, -6.250, -2.803)
H (-2.445, -4.195, 0.889)
H (-0.789, 1.402, -0.342)
H (-1.571, 0.468, 5.171)
H (4.853, -4.479, -0.120)
H (4.224, 3.210, 1.203)
H (-8.413, -0.995, 1.598)
H (-5.000, -2.560, -2.160)
H (-2.936, -0.971, 2.264)
H (-2.345, -0.575, -4.835)
H (3.656, 0.614, 0.991)
H (3.356, 2.907, -0.299)
H (-0.723, -0.319, -5.646)
H (0.610, -0.872, -0.672)
H (0.765, 2.731, -4.631)
H (7.601, 0.633, -1.879)
H (5.453, -0.809, -4.670)
H (0.133, -4.693, 1.119)
H (1.450, -1.646, -2.827)
H (2.953, -7.328, -2.476)
H (1.315, 6.822, -0.054)
H (-3.794, -5.618, -5.073)
H (-0.056, -3.449, -3.337)
H (3.187, -5.651, -3.188)
H (-1.065, -0.831, 0.082)
H (-0.750, -0.999, -3.996)
H (-4.203, 1.629, -0.694)
H (4.000, -2.057, 0.379)
H (2.834, -0.582, 3.942)
H (-0.527, 3.973, -0.260)
H (1.702, -6.584, -3.451)
H (-2.588, -6.986, -4.973)
H (3.283, -3.218, 1.428)
H (3.546, 6.006, -4.002)
H (3.101, 6.465, -1.693)
H (-4.895, -0.668, 4.569)
H (3.853, -3.447, -6.785)
H (0.787, 3.163, -1.123)
H (1.538, -4.085, -6.225)
H (-7.161, -2.138, 2.173)
H (1.066, 3.747, 0.413)
H (-1.477, -5.427, -3.157)
H (7.887, 0.910, -0.168)
H (2.458, 0.759, 8.522)
H (-0.642, 2.190, 1.334)
H (5.155, 0.387, 3.751)
H (-6.336, 2.650, -1.466)
H (-3.296, -1.349, 4.636)
H (2.046, 2.871, -2.700)
H (1.811, 1.664, 7.094)
H (-1.939, -5.362, -5.517)
H (0.205, 5.258, -4.679)
H (1.403, 1.122, -5.062)
H (-7.622, -0.726, 3.287)
H (-2.096, 6.079, -0.609)
H (2.791, 1.234, -2.793)
H (8.400, -0.667, -0.988)
H (0.640, 0.794, 8.236)
H (-0.008, -2.115, 0.511)
H (-3.576, 3.168, 4.349)
H (-2.719, 5.322, 3.226)
H (5.050, 2.958, -0.393)
H (-0.488, -2.765, 5.654)
H (1.155, 3.738, 3.283)
H (-2.347, -2.982, 4.025)
H (-3.926, -1.879, -0.889)
H (-4.008, 0.478, 2.840)
H (3.121, 2.561, -4.022)
H (0.410, 1.752, 4.585)
H (2.052, -4.450, 2.664)

Atoms 1-6, force components in eV/Å:
S -1.68 -1.16 -1.89
S 0.40 0.17 -0.15
S 0.24 -0.74 1.77
S -0.47 1.87 -1.25
S -0.68 0.12 1.95
S -1.47 0.13 -3.22

**LUMO level**: 0.1 eV
**Structure (SMILES)**: CCOS(C)(=O)=O.CCOS(C)(=O)=O.CCOS(C)(=O)=O.CCOS(C)(=O)=O.CCOS(C)(=O)=O.CCOS(C)(=O)=O.CCOS(C)(=O)=O.CCOS(C)(=O)=O.Oc1ccc(O)cc1.Oc1ccc(O)cc1.Oc1ccc(O)cc1.Oc1ccc(O)cc1
**Spin multiplicity**: 1
**ΔE to the lowest compared entry with this formula, charge and spin**: 0.00 kJ/mol
**Orbital gap**: 7.652 eV
**Calculated total energy**: -203400.053 eV
**Total charge**: 0

(4)
C17H36NO4PTa | ωB97M-V with the def2-TZVPD basis set

Positions of all 60 atoms, in Å:
Ta (-0.152, -1.170, 0.430)
P (0.780, 1.030, -0.652)
O (2.684, 1.127, 3.177)
O (4.595, -0.478, 1.578)
O (2.998, -1.233, 0.212)
O (1.973, 1.677, 0.365)
N (-1.196, 1.902, 2.129)
C (1.714, 0.545, -2.180)
C (-0.750, -3.108, 1.580)
C (0.214, -3.442, 2.587)
C (-3.321, 2.026, 1.092)
C (1.055, -3.861, 3.370)
C (-2.128, 0.215, -2.442)
C (4.070, 1.359, 3.037)
C (-2.269, -1.259, -2.135)
C (1.909, -2.156, -0.046)
C (-2.158, 3.041, -2.893)
C (-2.092, -0.206, 1.173)
C (-3.023, 2.165, -3.803)
C (4.772, 0.045, 2.861)
C (-2.087, 1.258, 1.503)
C (-1.012, -1.935, -1.551)
C (-3.309, 0.773, -3.221)
C (3.483, -1.355, 1.478)
H (3.829, -2.381, 1.682)
H (5.831, 0.238, 3.026)
H (2.796, 1.678, -0.131)
H (-0.900, -3.941, 0.907)
H (0.636, -0.556, 1.990)
H (-3.569, 1.880, 0.048)
H (4.263, 1.950, 2.143)
H (-1.216, 0.383, -3.002)
H (-2.517, 3.032, -1.872)
H (-2.131, 4.067, -3.241)
H (-3.583, 0.117, -4.042)
H (2.065, -3.026, 0.599)
H (4.482, -0.647, 3.649)
H (-3.944, 2.716, -3.946)
H (-0.221, -1.847, -2.300)
H (-1.198, -3.004, -1.448)
H (1.106, -0.101, -2.801)
H (2.635, 0.018, -1.937)
H (-0.443, 1.247, 2.373)
H (-3.195, 3.065, 1.361)
H (-2.042, 0.749, -1.502)
H (1.947, -2.430, -1.097)
H (-2.488, 2.085, -4.743)
H (1.967, 1.422, -2.775)
H (-4.127, 1.648, 1.718)
H (-2.933, -0.400, 0.508)
H (-1.136, 2.684, -2.847)
H (-3.136, -1.477, -1.519)
H (2.763, -1.091, 2.254)
H (4.474, 1.913, 3.887)
H (-2.359, -0.722, 2.095)
H (2.232, 1.853, 2.744)
H (-1.680, -2.926, 2.108)
H (-2.491, -1.750, -3.089)
H (-4.155, 0.871, -2.546)
H (1.687, -4.274, 4.095)

Atoms 1-6, force components in eV/Å:
Ta -0.82 -0.77 -0.73
P -0.12 -0.50 0.39
O 0.20 0.24 0.45
O 0.03 -0.25 -0.33
O -0.05 -0.07 -0.90
O -0.17 0.20 -0.67

**LUMO level**: 2.6 eV
**Spin multiplicity**: 1
**Orbital gap**: 6.408 eV
**Calculated total energy**: -38727.289 eV
**Total charge**: -1

(5)
C2H7ClNS | ωB97M-V with the def2-TZVPD basis set

Positions of all 12 atoms, in Å:
Cl (2.216, -0.867, -0.136)
S (0.771, 1.967, -0.042)
N (-0.707, -0.313, -1.076)
C (-0.524, -0.614, 0.348)
C (0.907, -0.143, 0.735)
H (-1.264, -0.023, 1.006)
H (-0.539, -1.608, 0.660)
H (-0.114, 2.576, 0.884)
H (1.254, -0.071, 1.789)
H (-0.170, -1.081, -1.614)
H (-1.646, -0.540, -1.272)
H (-0.184, 0.716, -1.280)

Atoms 1-6, force components in eV/Å:
Cl -0.31 -0.08 -0.33
S 0.07 -1.33 1.70
N 3.17 -1.86 -0.87
C 1.23 3.31 2.51
C -0.30 2.99 -0.32
H 1.08 -0.88 -1.28

**LUMO level**: -4.5 eV
**Structure (SMILES)**: [NH3+]C[C@H](S)Cl
**Spin multiplicity**: 1
**ΔE to the lowest compared entry with this formula, charge and spin**: 117.10 kJ/mol
**Orbital gap**: 9.894 eV
**Calculated total energy**: -27026.713 eV
**Total charge**: +1